54
Properties=species:S:1:pos:R:3:forces:R:3:mulliken_charge:R:1 method="wB97M-V/def2-TZVPD" smiles="CCOC(C)=O.CC(C)=O.CC(C)=O.CC(C)=O.CC(C)=O" e_homo_ev=-9.6 largest_force_ev_per_a=12.1 lumo_energy_ev=0.3 total_charge=0 total_energy_ha=-1079.99909
C 40.160 56.397 23.384 -5.372 4.832 9.752 -1.546
C 38.716 56.874 23.143 1.877 0.139 1.280 -0.441
O 37.961 55.722 22.911 -0.435 -0.483 -0.556 -0.112
C 36.711 55.787 22.435 0.344 0.999 -1.065 0.705
C 36.265 54.392 22.093 2.866 -0.620 -0.729 -1.105
O 36.108 56.824 22.182 0.951 -1.864 0.761 -0.594
H 40.157 55.685 24.200 0.052 -0.427 0.009 0.335
H 40.791 57.229 23.769 -0.638 -0.114 -0.080 0.405
H 40.625 56.106 22.673 5.254 -4.124 -9.358 0.679
H 38.321 57.368 24.005 -0.145 0.196 0.912 0.338
H 38.735 57.656 22.430 -0.583 0.238 -1.619 0.383
H 35.724 53.916 22.808 -2.050 -0.939 2.143 0.371
H 36.940 53.565 21.715 0.794 1.440 1.259 0.156
H 35.808 54.437 21.199 -2.923 0.732 -2.733 0.412
C 42.028 48.106 19.873 0.562 3.268 0.088 -1.222
C 42.565 49.202 20.883 -1.213 2.136 -1.441 0.888
C 43.577 48.654 21.802 5.353 4.864 1.026 -1.140
O 42.150 50.405 20.905 1.353 -4.478 -0.119 -0.541
H 42.739 47.503 19.386 1.699 -0.478 -0.177 0.434
H 41.525 48.606 19.064 -0.737 0.208 -0.052 0.342
H 41.443 47.419 20.380 -1.603 -1.133 1.171 0.258
H 44.017 49.395 22.590 -1.765 -0.201 -1.080 0.285
H 44.686 48.458 21.553 -1.900 -0.301 -1.367 0.386
H 43.352 47.909 22.412 -1.825 -3.886 2.066 0.332
C 39.236 52.303 22.914 5.795 1.770 0.560 -0.760
C 39.895 51.433 24.025 1.756 2.406 4.625 0.608
C 39.826 49.936 23.803 5.399 1.271 -0.892 -1.450
O 40.395 51.943 25.155 -2.629 -2.607 -6.266 -0.635
H 38.377 51.843 22.603 -2.192 -0.956 -1.045 0.587
H 40.096 52.364 21.971 -2.588 -0.300 2.568 0.189
H 39.123 53.341 23.339 -0.162 -1.117 -0.722 0.056
H 40.489 49.332 24.437 0.299 0.738 0.067 0.489
H 40.046 49.618 22.780 -0.088 0.491 -0.108 0.292
H 38.955 49.577 24.042 -5.455 -1.605 1.168 0.630
C 39.679 46.415 23.687 -0.303 -1.267 -2.799 -0.869
C 40.770 45.307 23.681 2.870 1.179 -3.582 0.818
C 40.289 43.934 24.127 0.096 0.199 -5.227 -1.129
O 41.957 45.535 23.215 -5.078 -0.908 2.384 -0.567
H 38.677 46.254 23.117 1.931 -0.381 0.915 0.353
H 40.033 47.359 23.382 0.993 0.810 -1.180 -0.103
H 39.439 46.685 24.632 -1.120 0.066 3.507 0.500
H 41.166 43.237 23.962 -1.743 0.204 -0.190 0.319
H 39.150 43.791 23.795 2.882 -0.309 0.316 0.283
H 40.242 44.138 25.079 -0.518 0.364 5.801 0.393
C 44.537 55.916 23.192 0.394 4.096 -2.602 -0.895
C 44.175 54.795 22.254 1.451 0.573 -5.288 0.804
C 43.536 53.588 22.910 0.454 -3.326 -1.380 -0.585
O 44.487 54.895 20.968 -1.909 -0.806 6.572 -0.595
H 43.655 56.583 23.450 0.585 -1.296 0.019 0.127
H 45.192 56.777 22.602 -1.318 -2.562 1.322 0.268
H 45.065 55.638 24.070 0.249 -0.440 0.799 0.357
H 43.417 52.673 22.136 1.270 1.866 1.448 0.162
H 42.438 53.584 23.044 0.527 1.082 0.946 0.027
H 44.180 53.245 23.844 -1.762 0.765 -1.826 0.318